No. 1
11
Properties=species:S:1:pos:R:3 method="wB97M-V/def2-TZVPD" gap_ev=10.07 smiles="O[C@@H]1C=CC=N1" total_charge=0 e_homo_ev=-9.682 e_lumo_ev=0.38 e_above_lowest_ev=1.327
O 2.138 0.560 -0.167
C 0.805 0.408 0.197
C 0.199 -0.973 0.284
C -1.114 -0.819 0.064
C -1.301 0.589 -0.327
N -0.213 1.269 -0.406
H 2.242 0.466 -1.120
H 0.739 -1.871 0.562
H -1.904 -1.556 0.152
H -2.267 1.061 -0.491
H 0.738 0.831 1.208

No. 2
41
Properties=species:S:1:pos:R:3 method="wB97M-V/def2-TZVPD" gap_ev=6.35 total_charge=-2 e_homo_ev=-2.298 e_lumo_ev=4.05
Pb 0.857 0.002 -0.127
S 4.279 -0.599 3.254
Sb 2.650 0.892 2.703
S 0.533 -0.331 2.354
S 2.875 1.520 0.345
S 2.342 2.724 4.019
Br -4.376 -1.412 2.129
C -3.759 -2.598 0.777
C -4.474 -3.749 0.492
N -4.084 -4.605 -0.446
C -2.974 -4.324 -1.129
C -2.209 -3.182 -0.929
C -2.614 -2.301 0.065
C -0.988 -2.855 -1.818
O -0.517 -3.795 -2.467
O -0.642 -1.639 -1.811
H -5.382 -3.990 1.034
H -2.675 -5.043 -1.882
H -2.034 -1.410 0.260
C -5.238 2.312 -0.221
C -3.947 3.089 -0.455
Sb -2.165 1.783 -0.541
C -0.940 3.400 -1.347
C -0.388 4.310 -0.254
C -2.680 0.873 -2.454
C -3.145 1.837 -3.539
H -6.104 2.980 -0.177
H -5.193 1.756 0.717
H -5.413 1.590 -1.023
H -3.774 3.803 0.353
H -3.990 3.651 -1.390
H -1.549 3.966 -2.056
H -0.121 2.931 -1.899
H -1.192 4.809 0.293
H 0.253 5.084 -0.685
H 0.214 3.752 0.466
H -3.451 0.129 -2.240
H -1.794 0.318 -2.757
H -4.073 2.340 -3.256
H -3.332 1.303 -4.476
H -2.391 2.600 -3.740

No. 3
157
Properties=species:S:1:pos:R:3 method="wB97M-V/def2-TZVPD" gap_ev=5.74 total_charge=0 e_homo_ev=-6.510 e_lumo_ev=-0.77
Pb -0.195 -0.512 -0.762
C -6.133 -1.363 -1.278
C -5.504 -0.359 -2.247
C -4.441 -1.024 -3.124
C -6.604 0.206 -3.147
N -4.882 0.720 -1.477
C -5.166 2.059 -1.576
C -4.317 2.724 -0.767
N -3.500 1.809 -0.150
B -2.193 2.109 0.576
N -2.453 2.583 2.017
C -3.615 3.054 2.540
C -3.431 3.241 3.870
N -2.147 2.873 4.169
C -1.567 2.465 3.012
S 0.105 2.104 2.785
C -1.536 2.899 5.504
C -0.401 3.926 5.512
C -1.032 1.489 5.820
C -2.572 3.316 6.547
N -1.486 3.193 -0.243
C -1.337 4.515 0.064
C -0.868 5.153 -1.029
N -0.733 4.224 -2.033
C -1.101 3.018 -1.524
S -1.187 1.554 -2.374
C -0.234 4.487 -3.389
C 1.138 3.822 -3.520
C -1.228 3.954 -4.425
C -0.108 5.994 -3.615
C -3.851 0.584 -0.605
S -3.147 -0.843 -0.089
H -6.617 -2.155 -1.842
H -6.875 -0.870 -0.653
H -5.374 -1.803 -0.638
H -4.887 -1.834 -3.695
H -3.638 -1.436 -2.522
H -4.012 -0.302 -3.816
H -7.044 -0.619 -3.701
H -6.207 0.921 -3.864
H -7.392 0.677 -2.563
H -5.936 2.445 -2.207
H -4.217 3.777 -0.595
H -1.536 1.136 0.664
H -4.487 3.213 1.941
H -4.126 3.604 4.593
H 0.370 3.660 4.797
H 0.047 3.969 6.500
H -0.783 4.913 5.258
H -0.207 1.225 5.168
H -1.833 0.765 5.683
H -0.689 1.438 6.848
H -2.912 4.335 6.383
H -2.109 3.275 7.529
H -3.429 2.648 6.556
H -1.573 4.899 1.037
H -0.630 6.186 -1.150
H 1.069 2.761 -3.295
H 1.838 4.278 -2.823
H 1.524 3.937 -4.528
H -1.306 2.875 -4.379
H -0.892 4.231 -5.420
H -2.216 4.379 -4.260
H 0.621 6.449 -2.952
H -1.071 6.482 -3.487
H 0.222 6.166 -4.635
O 1.982 0.709 1.439
C 1.076 0.312 2.057
C 0.882 -0.732 3.046
C 1.549 -0.433 4.244
C 1.541 -1.322 5.295
C 0.894 -2.540 5.162
C 0.263 -2.850 3.977
C 0.227 -1.955 2.908
P -0.768 -2.427 1.426
C -2.373 -2.575 2.299
C -2.693 -1.704 3.338
C -3.932 -1.761 3.946
C -4.875 -2.682 3.520
C -4.589 -3.510 2.448
C -3.351 -3.450 1.834
C -0.216 -4.165 1.229
C 0.834 -4.362 0.336
C 1.315 -5.637 0.101
C 0.761 -6.721 0.761
C -0.300 -6.532 1.631
C -0.792 -5.260 1.866
H 2.071 0.509 4.329
H 2.034 -1.058 6.218
H 0.875 -3.241 5.981
H -0.223 -3.807 3.870
H -1.968 -0.970 3.661
H -4.168 -1.074 4.749
H -5.836 -2.739 4.012
H -5.339 -4.197 2.083
H -3.147 -4.082 0.982
H 1.267 -3.511 -0.174
H 2.118 -5.787 -0.606
H 1.143 -7.716 0.588
H -0.749 -7.378 2.132
H -1.628 -5.132 2.540
N -1.954 -6.387 -5.507
C -1.648 -5.529 -4.807
C -1.293 -4.470 -3.948
C -1.934 -4.330 -2.716
C -1.610 -3.273 -1.889
C -0.652 -2.323 -2.249
C -0.017 -2.491 -3.475
C -0.324 -3.539 -4.323
H -2.690 -5.047 -2.426
H -2.139 -3.172 -0.950
H 0.732 -1.777 -3.776
H 0.173 -3.640 -5.278
C 4.805 -3.493 -0.877
C 4.807 -2.395 0.193
C 6.141 -1.648 0.145
C 4.608 -3.015 1.585
O 3.723 -1.526 -0.019
Si 3.557 -0.297 -1.105
O 2.025 0.046 -1.191
O 4.201 -0.902 -2.503
C 4.275 -0.333 -3.783
C 5.064 -1.316 -4.659
C 5.009 1.010 -3.747
C 2.877 -0.126 -4.378
O 4.615 0.906 -0.695
C 4.556 2.194 -0.149
C 4.657 2.138 1.385
C 5.777 2.976 -0.673
C 3.273 2.910 -0.576
H 5.660 -4.154 -0.755
H 4.842 -3.019 -1.853
H 3.890 -4.075 -0.812
H 6.967 -2.319 0.379
H 6.123 -0.827 0.857
H 6.276 -1.235 -0.850
H 5.425 -3.693 1.826
H 3.669 -3.564 1.618
H 4.569 -2.225 2.332
H 6.077 -1.422 -4.280
H 5.097 -0.960 -5.687
H 4.586 -2.292 -4.633
H 5.955 0.897 -3.225
H 4.406 1.732 -3.208
H 5.192 1.371 -4.759
H 2.460 -1.083 -4.679
H 2.932 0.524 -5.248
H 2.233 0.316 -3.626
H 5.644 1.783 1.678
H 3.913 1.453 1.777
H 4.500 3.134 1.798
H 6.680 2.401 -0.486
H 5.867 3.935 -0.166
H 5.693 3.153 -1.743
H 2.422 2.467 -0.074
H 3.134 2.755 -1.642
H 3.323 3.978 -0.359

No. 4
137
Properties=species:S:1:pos:R:3 method="wB97M-V/def2-TZVPD" gap_ev=6.70 total_charge=+1 e_homo_ev=-10.381 e_lumo_ev=-3.68 e_above_lowest_ev=3.367
C -3.584 -7.611 3.292
C -3.328 -8.210 1.809
C -3.654 -7.081 0.684
O -3.717 -5.797 1.406
C -3.181 -4.800 0.599
N -3.837 -3.969 -0.400
C -2.732 -3.151 -0.829
N -2.950 -2.237 -1.776
P -1.825 -1.063 -2.479
N -0.921 -1.732 -3.846
O -2.815 0.160 -3.218
N -1.482 -3.404 -0.181
C -0.130 -2.893 -0.261
F 0.013 -1.542 0.068
F 0.736 -3.583 0.622
F 0.359 -3.191 -1.553
N -1.796 -4.444 0.669
H -3.519 -8.485 4.018
H -2.798 -6.850 3.590
H -4.639 -7.174 3.397
H -2.235 -8.509 1.762
H -4.049 -9.077 1.597
H -4.660 -7.262 0.180
H -2.808 -7.011 -0.087
H -3.933 -2.182 -2.112
H -1.017 -2.767 -3.890
H 0.072 -1.576 -3.578
H -3.341 -0.333 -3.912
H -1.183 -4.960 1.308
F -2.183 -7.380 5.844
C -2.245 -6.367 6.727
C -1.633 -5.161 6.423
C -1.702 -4.112 7.333
C -2.371 -4.285 8.542
C -2.977 -5.502 8.838
C -2.919 -6.548 7.924
H -1.110 -5.049 5.481
H -1.233 -3.162 7.102
H -2.420 -3.467 9.254
H -3.495 -5.636 9.782
H -3.392 -7.499 8.134
F 7.306 -1.873 1.741
C 6.048 -1.727 1.301
C 5.108 -2.703 1.594
C 3.802 -2.549 1.141
C 3.454 -1.427 0.392
C 4.408 -0.457 0.100
C 5.712 -0.605 0.561
H 5.400 -3.572 2.171
H 3.057 -3.302 1.372
H 2.437 -1.310 0.036
H 4.136 0.413 -0.487
H 6.465 0.145 0.351
F 3.753 1.713 -2.140
C 4.771 2.385 -2.713
C 5.415 3.381 -1.997
C 6.469 4.072 -2.585
C 6.858 3.766 -3.887
C 6.199 2.767 -4.598
C 5.153 2.068 -4.006
H 5.093 3.611 -0.987
H 6.986 4.847 -2.032
H 7.677 4.308 -4.348
H 6.501 2.533 -5.613
H 4.634 1.282 -4.541
F 7.004 6.634 -1.495
C 6.474 7.321 -0.465
C 6.062 8.629 -0.661
C 5.510 9.337 0.401
C 5.387 8.731 1.649
C 5.810 7.418 1.835
C 6.351 6.706 0.770
H 6.173 9.085 -1.638
H 5.178 10.355 0.258
H 4.961 9.285 2.478
H 5.717 6.949 2.809
H 6.678 5.680 0.894
F 0.672 -3.936 10.081
C 1.684 -4.393 9.328
C 2.145 -5.686 9.520
C 3.191 -6.161 8.736
C 3.772 -5.335 7.777
C 3.304 -4.037 7.597
C 2.251 -3.565 8.373
H 1.687 -6.312 10.277
H 3.554 -7.174 8.873
H 4.590 -5.706 7.170
H 3.760 -3.394 6.853
H 1.868 -2.560 8.240
F -5.616 3.196 1.408
C -4.778 2.161 1.545
C -4.381 1.454 0.422
C -3.508 0.382 0.564
C -3.049 0.022 1.829
C -3.459 0.736 2.951
C -4.324 1.815 2.808
H -4.755 1.743 -0.554
H -3.185 -0.173 -0.309
H -2.370 -0.818 1.940
H -3.104 0.453 3.936
H -4.646 2.388 3.669
F -2.912 -2.666 -6.248
C -2.419 -1.821 -7.177
C -2.904 -1.879 -8.474
C -2.399 -1.003 -9.430
C -1.409 -0.088 -9.080
C -0.927 -0.043 -7.775
C -1.439 -0.911 -6.816
H -3.669 -2.603 -8.729
H -2.776 -1.034 -10.446
H -1.013 0.591 -9.828
H -0.153 0.667 -7.505
H -1.083 -0.885 -5.793
F 4.583 11.142 -1.542
C 3.322 11.288 -1.985
C 2.381 10.313 -1.692
C 1.076 10.467 -2.145
C 0.729 11.587 -2.895
C 1.683 12.557 -3.187
C 2.986 12.410 -2.725
H 2.673 9.444 -1.113
H 0.330 9.714 -1.915
H -0.289 11.704 -3.252
H 1.412 13.427 -3.775
H 3.740 13.159 -2.935
F -6.796 -1.035 -2.793
C -7.079 -0.503 -3.997
C -6.173 -0.650 -5.033
C -6.465 -0.106 -6.280
C -7.656 0.588 -6.471
C -8.557 0.734 -5.420
C -8.270 0.181 -4.176
H -5.246 -1.187 -4.864
H -5.765 -0.223 -7.100
H -7.882 1.016 -7.442
H -9.482 1.279 -5.569
H -8.964 0.277 -3.349

No. 5
12
Properties=species:S:1:pos:R:3 method="wB97M-V/def2-TZVPD" gap_ev=8.68 smiles="O[C@@H]1C[C@H]1C=S" total_charge=0 e_homo_ev=-8.624 e_lumo_ev=0.05 e_above_lowest_ev=2.323
C -0.462 -0.296 0.839
C 0.627 -0.872 -0.152
C 0.270 0.605 -0.144
C -0.447 0.939 -1.400
H 0.159 -0.885 2.471
H -1.480 -0.635 0.694
H 0.210 -1.449 -0.997
H 1.644 -1.020 0.278
H 1.095 1.214 0.255
H -1.305 0.257 -1.654
O -0.160 -0.015 2.192
S -0.150 2.156 -2.382

No. 6
40
Properties=species:S:1:pos:R:3 method="wB97M-V/def2-TZVPD" gap_ev=9.62 smiles="CCc1nnc(NC(=O)C(c2ccccc2)c2ccccc2)s1" total_charge=0 e_homo_ev=-8.907 e_lumo_ev=0.71 e_above_lowest_ev=0.658
C -6.606 -0.157 -0.821
H -6.468 0.811 -1.294
H -7.646 -0.263 -0.523
H -6.365 -0.925 -1.550
C -5.697 -0.282 0.395
C -4.265 -0.141 0.033
N -3.823 0.089 -1.148
N -2.500 0.177 -1.236
C -1.910 0.013 -0.100
N -0.552 0.056 0.053
C 0.060 -0.129 1.263
O -0.571 -0.335 2.273
C 1.578 -0.035 1.210
C 1.952 1.270 0.541
C 2.168 1.344 -0.831
C 2.462 2.557 -1.430
C 2.537 3.709 -0.667
C 2.321 3.644 0.699
C 2.029 2.432 1.299
H 1.858 2.384 2.364
H 2.380 4.539 1.300
H 2.765 4.655 -1.135
H 2.631 2.599 -2.495
H 2.135 0.446 -1.434
C 2.210 -1.240 0.547
C 3.585 -1.234 0.332
C 4.210 -2.316 -0.259
C 3.470 -3.423 -0.639
C 2.105 -3.443 -0.415
C 1.478 -2.359 0.175
H 0.413 -2.399 0.354
H 1.522 -4.306 -0.700
H 3.957 -4.269 -1.101
H 5.277 -2.295 -0.422
H 4.163 -0.370 0.628
H 1.914 -0.009 2.255
H -0.008 0.254 -0.776
S -2.985 -0.281 1.244
H -5.840 -1.253 0.878
H -5.946 0.485 1.134

No. 7
31
Properties=species:S:1:pos:R:3 method="wB97M-V/def2-TZVPD" gap_ev=2.06 total_charge=-5 e_homo_ev=4.567 e_lumo_ev=6.63 e_above_lowest_ev=0.000
Y -5.341 16.741 -8.975
S -1.053 16.947 -6.600
O -1.602 15.751 -7.194
O -2.120 17.906 -6.844
O -0.888 16.721 -5.181
O 0.184 17.347 -7.208
S -8.051 13.623 -11.742
O -9.457 13.478 -11.516
O -7.781 15.021 -11.948
O -7.358 13.553 -10.478
O -7.463 12.759 -12.719
S -7.178 14.375 -3.719
O -7.004 14.979 -5.023
O -5.902 13.949 -3.159
O -7.859 15.385 -2.901
O -8.045 13.194 -3.886
S -10.118 19.330 -7.098
O -8.818 19.424 -7.745
O -10.501 17.930 -7.257
O -10.100 19.645 -5.638
O -11.077 20.252 -7.706
C -2.413 18.492 -12.713
C -3.435 19.510 -12.948
O -4.145 19.608 -11.733
O -3.027 17.213 -12.408
H -1.684 18.863 -11.992
H -1.769 18.287 -13.568
H -4.070 19.050 -13.705
H -3.133 20.482 -13.339
H -4.533 20.486 -11.759
H -3.474 16.856 -13.178

No. 8
69
Properties=species:S:1:pos:R:3 method="wB97M-V/def2-TZVPD" gap_ev="2.87 / 3.62" total_charge=-1 e_homo_ev="-0.113 / -0.964" e_lumo_ev="2.75 / 2.66" e_above_lowest_ev=0.000
Lu 0.330 -0.319 0.459
N 0.157 -1.841 2.222
N 2.057 1.196 1.864
C -1.203 0.893 -1.228
C -1.619 1.139 0.121
C -2.084 -0.106 0.666
C -2.593 -0.343 2.042
H -2.825 0.604 2.541
H -1.851 -0.883 2.652
H -3.501 -0.962 2.009
C -1.946 -1.111 -0.341
C -2.406 -2.516 -0.210
H -3.502 -2.560 -0.107
H -1.982 -3.009 0.677
H -2.127 -3.111 -1.087
C -1.410 -0.491 -1.513
C -1.262 -1.135 -2.847
H -1.073 -2.214 -2.763
H -0.440 -0.688 -3.424
H -2.174 -1.021 -3.457
C -1.614 2.455 0.819
H -2.568 2.988 0.672
H -0.813 3.107 0.442
H -1.464 2.333 1.901
C -0.747 1.926 -2.196
H -0.106 1.488 -2.973
H -0.161 2.707 -1.695
H -1.593 2.422 -2.703
C 0.058 -3.181 2.401
H -0.953 -3.611 2.361
C 1.196 -3.947 2.621
H 1.082 -5.026 2.738
C 2.456 -3.329 2.672
H 3.356 -3.940 2.764
C 2.542 -1.949 2.657
H 3.482 -1.414 2.762
C 1.347 -1.190 2.550
C 1.197 0.249 2.648
H 0.597 0.722 3.434
C 1.916 1.321 0.493
C 2.935 2.157 2.362
H 3.195 2.211 3.403
C 3.342 2.886 1.315
H 4.040 3.697 1.267
N 2.659 2.418 0.189
C 2.626 3.088 -1.063
C 2.314 4.460 -1.093
C 2.253 5.111 -2.330
H 2.015 6.175 -2.357
C 2.456 4.422 -3.528
C 2.420 5.155 -4.840
H 2.039 4.512 -5.644
H 3.423 5.498 -5.139
H 1.779 6.045 -4.772
C 2.708 3.047 -3.475
H 2.835 2.492 -4.407
C 2.801 2.366 -2.255
C 3.049 0.893 -2.268
H 3.613 0.535 -1.401
H 3.613 0.637 -3.174
H 2.102 0.328 -2.336
C 1.956 5.223 0.139
H 2.799 5.334 0.829
H 1.114 4.772 0.684
H 1.641 6.227 -0.159
N 1.387 -2.116 -0.678
H 0.945 -2.281 -1.588
H 1.266 -2.960 -0.108
H 2.393 -1.978 -0.825